The following is a quantum chemistry calculation of one molecule with the formula C4H6O2, from OMol25.

Summary:
Structure (SMILES): C[C@H]1[C@H]2OO[C@@H]12
HOMO-LUMO gap in eV: 10.299
Max |F| in Eh/bohr: 0.0071
Energy above the lowest of the compared OMol25 structures with the same formula, charge and spin in kJ/mol: 506.6
Highest occupied orbital energy in eV: -9.273

Last column: Mulliken charge in e.
Element x y z (Å)
C -1.402 -0.453 -0.344  -1.26
C 0.048 -0.132 -0.591  0.07
C 0.787 0.997 0.067  -0.23
O 0.390 1.196 1.422  -0.22
O 0.682 -0.207 1.716  -0.22
C 1.155 -0.409 0.383  -0.19
H -1.638 -1.467 -0.681  0.35
H -1.630 -0.375 0.721  0.29
H -2.043 0.248 -0.889  0.33
H 0.400 -0.230 -1.618  0.37
H 1.205 1.849 -0.457  0.37
H 2.046 -1.018 0.271  0.36

=====

The following is a quantum chemistry calculation of one molecule with the formula C4H6O2, from OMol25.

Summary:
HOMO-LUMO gap in eV: 9.206
Max |F| in Eh/bohr: 0.0654
Energy above the lowest of the compared OMol25 structures with the same formula, charge and spin in kJ/mol: 487.9
Highest occupied orbital energy in eV: -8.321

Last column: Mulliken charge in e.
Element x y z (Å)
O -0.266 -3.120 -0.407  -0.33
C -0.927 -1.985 -0.522  -0.21
O -0.779 -1.283 0.538  -0.18
H 0.039 -3.394 -1.281  0.36
C -0.196 1.339 0.387  -0.13
C -0.171 -0.038 -0.228  -0.21
C 0.870 2.126 0.543  -0.70
H -1.198 1.753 0.536  0.26
H -0.918 0.104 -1.031  0.41
H 0.889 -0.317 -0.085  0.22
H 1.877 1.700 0.553  0.24
H 0.780 3.115 0.997  0.27

=====

The following is a quantum chemistry calculation of one molecule with the formula C4H6O2, from OMol25.

Summary:
HOMO-LUMO gap in eV: 10.262
Max |F| in Eh/bohr: 0.0614
Energy above the lowest of the compared OMol25 structures with the same formula, charge and spin in kJ/mol: 302.8
Highest occupied orbital energy in eV: -9.329

Last column: Mulliken charge in e.
Element x y z (Å)
C 1.383 0.150 -0.665  -1.15
C 0.283 0.397 0.315  0.86
O -0.507 1.450 0.047  -0.45
C -0.195 -0.555 1.171  -0.85
C -1.496 0.210 -0.307  0.12
O -1.525 -0.330 -1.406  -0.55
H 1.383 -0.903 -0.969  0.32
H 2.350 0.393 -0.210  0.34
H 1.217 0.795 -1.531  0.31
H 0.157 -1.572 1.052  0.26
H -0.829 -0.325 2.023  0.36
H -2.222 0.290 0.479  0.43

=====

The following is a quantum chemistry calculation of one molecule with the formula C4H6O2, from OMol25.

Summary:
HOMO-LUMO gap in eV: 7.967
Max |F| in Eh/bohr: 0.0213
Energy above the lowest of the compared OMol25 structures with the same formula, charge and spin in kJ/mol: 357.5
Highest occupied orbital energy in eV: -7.828

Last column: Mulliken charge in e.
Element x y z (Å)
C -0.936 -1.402 0.102  -1.08
C -0.026 -0.255 0.197  0.15
C 0.001 1.757 -0.380  -0.09
O -0.609 1.018 0.488  -0.28
C 1.341 -0.180 0.228  0.20
O 1.955 0.929 0.083  -0.59
H -0.326 -2.309 0.074  0.32
H -1.613 -1.437 0.959  0.28
H -1.537 -1.373 -0.817  0.24
H 0.283 2.764 -0.115  0.30
H -0.161 1.478 -1.427  0.26
H 1.882 -1.114 0.437  0.30

=====

The following is a quantum chemistry calculation of one molecule with the formula C4H6O2, from OMol25.

Summary:
Structure (SMILES): C1O[C@H]1[C@H]1CO1
HOMO-LUMO gap in eV: 11.417
Max |F| in Eh/bohr: 0.0063
Energy above the lowest of the compared OMol25 structures with the same formula, charge and spin in kJ/mol: 284.9
Highest occupied orbital energy in eV: -10.325

Last column: Mulliken charge in e.
Element x y z (Å)
C 1.497 0.616 -0.228  -0.42
O 1.464 0.047 1.072  -0.40
C 0.798 -0.643 0.021  0.07
C -0.694 -0.746 0.112  0.07
C -1.574 0.419 0.129  -0.42
O -1.439 -0.373 -1.041  -0.40
H 0.937 1.542 -0.350  0.15
H 2.464 0.592 -0.729  0.25
H 1.295 -1.564 -0.288  0.35
H -1.055 -1.656 0.596  0.35
H -1.158 1.423 0.069  0.15
H -2.534 0.344 0.638  0.25

=====

The following is a quantum chemistry calculation of a 2-piece molecular cluster, C4H6O2 overall, from OMol25.

Summary:
Structure (SMILES): O=C=O.C=CC
HOMO-LUMO gap in eV: 10.516
Max |F| in Eh/bohr: 0.0155
Energy above the lowest of the compared OMol25 structures with the same formula, charge and spin in kJ/mol: 21.5
Highest occupied orbital energy in eV: -9.764

Last column: Mulliken charge in e.
Element x y z (Å)
O -2.308 -1.353 1.018  -0.40
C -2.168 -0.640 0.106  0.83
O -2.073 0.072 -0.811  -0.40
C 0.524 -1.001 0.658  -0.93
C 0.682 -0.207 -0.397  0.06
C 0.836 1.285 -0.324  -0.99
H 0.407 -2.076 0.553  0.35
H 0.453 -0.597 1.667  0.29
H 0.694 -0.643 -1.397  0.32
H 1.895 1.554 -0.410  0.32
H 0.465 1.680 0.629  0.28
H 0.302 1.787 -1.137  0.28

=====

The following is a quantum chemistry calculation of a 2-piece molecular cluster, C4H6O2 overall, from OMol25.

Summary:
HOMO-LUMO gap (spin up / spin down) in eV: 7.408 / 7.409
Max |F| in Eh/bohr: 0.0355
Energy above the lowest of the compared OMol25 structures with the same formula, charge and spin in kJ/mol: 581.1
Highest occupied orbital energy (spin up / spin down) in eV: -7.602 / -7.603

Last column: Mulliken charge in e.
Element x y z (Å)
O 0.090 1.665 -0.875  -0.50
C 0.507 0.514 -0.323  0.21
C -1.061 -1.133 -0.073  -0.51
C -1.272 -0.151 0.855  -0.45
C 1.722 0.019 0.062  0.12
O 2.640 0.630 -0.524  -0.63
H 0.722 1.940 -1.565  0.34
H -0.988 -2.203 0.170  0.28
H -1.179 -0.984 -1.123  0.30
H -1.423 -0.410 1.902  0.25
H -1.611 0.857 0.658  0.28
H 1.800 -0.812 0.796  0.31

=====

The following is a quantum chemistry calculation of one molecule with the formula C4H6O2, from OMol25.

Summary:
Structure (SMILES): O=CCCC=O
HOMO-LUMO gap in eV: 10.953
Max |F| in Eh/bohr: 0.0100
Energy above the lowest of the compared OMol25 structures with the same formula, charge and spin in kJ/mol: 91.0
Highest occupied orbital energy in eV: -10.018

Last column: Mulliken charge in e.
Element x y z (Å)
O 0.807 1.587 -1.078  -0.47
C 0.664 1.540 0.121  0.05
C 0.177 0.314 0.854  -0.54
C 0.209 -0.919 -0.036  -0.62
C -0.932 -0.950 -1.027  0.08
O -1.921 -0.264 -0.940  -0.48
H 0.902 2.421 0.752  0.35
H -0.856 0.515 1.172  0.27
H 0.771 0.182 1.766  0.35
H 1.152 -0.983 -0.590  0.31
H 0.134 -1.836 0.565  0.35
H -0.824 -1.691 -1.846  0.34

=====

The following is a quantum chemistry calculation of one molecule with the formula C4H6O2, from OMol25.

Summary:
Structure (SMILES): O=C[C@@H]1C[C@@H]1O
HOMO-LUMO gap in eV: 10.481
Max |F| in Eh/bohr: 0.0093
Energy above the lowest of the compared OMol25 structures with the same formula, charge and spin in kJ/mol: 163.5
Highest occupied orbital energy in eV: -9.749

Last column: Mulliken charge in e.
Element x y z (Å)
O 0.892 2.630 0.486  -0.49
C 0.206 1.636 0.427  -0.13
C 0.617 0.412 -0.310  0.01
C -0.468 -0.421 -0.971  -0.71
C 0.262 -0.958 0.204  0.01
O -0.427 -1.032 1.415  -0.52
H -0.792 1.599 0.908  0.29
H 1.572 0.512 -0.818  0.36
H -0.311 -0.809 -1.973  0.26
H -1.485 -0.111 -0.739  0.28
H 1.021 -1.727 0.056  0.33
H -1.087 -1.730 1.315  0.32

=====

The following is a quantum chemistry calculation of one molecule with the formula C4H6O2, from OMol25.

Summary:
Structure (SMILES): O=C1CCCO1
HOMO-LUMO gap in eV: 11.200
Max |F| in Eh/bohr: 0.0108
Energy above the lowest of the compared OMol25 structures with the same formula, charge and spin in kJ/mol: 8.1
Highest occupied orbital energy in eV: -10.317

Last column: Mulliken charge in e.
Element x y z (Å)
O -1.427 -2.186 0.040  -0.55
C -0.662 -1.263 0.009  0.46
C -0.706 0.022 0.831  -0.36
C 0.516 0.806 0.352  -0.45
C 0.732 0.172 -1.019  -0.40
O 0.403 -1.211 -0.837  -0.35
H -1.648 0.539 0.620  0.25
H -0.700 -0.228 1.895  0.28
H 0.351 1.885 0.291  0.30
H 1.384 0.626 0.994  0.25
H 1.738 0.256 -1.432  0.31
H 0.020 0.583 -1.745  0.26